[1]
Molecular formula: C16H15BrN2O2
Method: DFT, ωB97M-V with the def2-TZVPD basis set

Last column: Mulliken charge in e.
Geometry (Å):
C  4.005  1.001  0.646  -1.598
C  3.010  0.034  0.257  0.727
C  2.897  -1.171  0.614  -0.866
C  1.583  -1.794  0.062  0.549
C  0.902  -3.171  -0.014  -0.999
C  -0.374  -3.223  -0.478  -1.068
C  -0.963  -2.205  -1.088  -0.596
C  -0.273  -0.828  -1.444  -0.996
C  0.895  -0.667  -0.732  0.546
N  1.817  0.350  -0.532  -0.072
C  1.396  1.920  -0.953  -0.948
C  0.685  2.586  0.140  -0.730
N  -0.496  1.736  0.425  -0.234
C  -1.765  1.855  0.069  0.208
O  -1.914  2.617  -0.785  -0.616
C  -2.712  0.799  0.421  -0.078
C  -2.455  -0.206  0.997  -0.040
C  -3.859  -0.878  1.163  -0.865
C  -4.663  -0.088  0.220  0.099
Br  -6.420  -0.089  -0.098  -0.081
O  -4.059  1.075  0.039  -0.320
H  3.569  1.740  1.091  0.395
H  4.677  0.436  1.165  0.409
H  4.464  1.558  -0.320  0.247
H  3.465  -1.771  1.263  0.453
H  1.277  -3.841  0.563  0.525
H  -0.830  -3.970  -0.553  0.867
H  -1.773  -2.267  -1.704  0.593
H  -0.773  -0.078  -1.777  0.871
H  2.264  2.363  -1.317  0.476
H  0.867  1.461  -1.987  0.346
H  1.310  2.524  0.964  0.501
H  0.337  3.597  -0.354  0.321
H  -0.217  0.936  1.070  0.265
H  -1.689  -0.540  1.295  1.317
H  -4.185  -1.799  1.673  0.392

As for the highest occupied orbital energy: -7.96 eV. Its energy is -93942.253 eV. The value obtained for the relative energy (zero: lowest compared OMol25 entry of this formula, charge and spin) is 285.3 kcal/mol. The HOMO-LUMO gap comes out at 8.473 eV. The SMILES is Cc1cc2ccccc2n1CCNC(=O)c1ccc(Br)o1. The molecular weight is 347.21 g/mol. As for the lowest unoccupied orbital energy: 0.51 eV. Its net charge is 0. As for the spin multiplicity: 1.

---

[2]
Molecular formula: C4H8O
Method: DFT, ωB97M-V with the def2-TZVPD basis set

Last column: Mulliken charge in e.
Geometry (Å):
C  -1.482  0.846  0.600  -0.569
C  -0.510  -0.050  0.477  -0.518
C  0.674  0.125  -0.397  0.250
C  1.991  -0.028  0.225  -0.448
O  1.477  -1.023  -0.642  -0.405
H  -2.314  0.681  1.277  0.263
H  -1.498  1.748  -0.008  0.238
H  -0.529  -0.994  1.023  0.320
H  0.570  0.787  -1.260  0.365
H  2.834  0.558  -0.136  0.254
H  2.021  -0.309  1.279  0.223
H  -1.772  -0.880  -1.046  -0.094
H  -1.462  -1.461  -1.394  0.122

As for the highest occupied orbital energy: -9.54 eV. Its energy is -6322.017 eV. The value obtained for the relative energy (zero: lowest compared OMol25 entry of this formula, charge and spin) is 72.7 kcal/mol. The HOMO-LUMO gap comes out at 10.708 eV. The SMILES is C=C[C@H]1CO1.[H][H]. The molecular weight is 72.11 g/mol. As for the lowest unoccupied orbital energy: 1.17 eV. Its net charge is 0. As for the spin multiplicity: 1.

---

[3]
Molecular formula: C4H5NO2S
Method: DFT, ωB97M-V with the def2-TZVPD basis set

Last column: Mulliken charge in e.
Geometry (Å):
O  -0.984  2.057  0.593  -0.503
C  -1.976  1.232  0.545  0.310
O  -1.778  -0.055  0.921  -0.282
C  -0.486  -0.519  0.789  0.388
S  0.487  -1.131  1.901  -0.300
C  0.186  -0.335  -0.531  -0.146
C  1.550  0.099  -0.623  -0.227
N  1.292  -1.245  -0.898  -0.599
H  -3.149  1.163  0.144  0.275
H  -0.554  -0.483  -1.376  0.345
H  1.680  0.879  -1.467  0.233
H  1.956  0.295  0.389  0.224
H  1.776  -1.956  -0.388  0.282

As for the highest occupied orbital energy: -9.12 eV. Its energy is -20645.469 eV. The value obtained for the relative energy (zero: lowest compared OMol25 entry of this formula, charge and spin) is 108.6 kcal/mol. The HOMO-LUMO gap comes out at 8.604 eV. The SMILES is O=COC(=S)[C@H]1CN1. The molecular weight is 131.16 g/mol. As for the lowest unoccupied orbital energy: -0.52 eV. Its net charge is 0. As for the spin multiplicity: 1.

---

[4]
Molecular formula: C34H57ClN3O7PSi
Method: DFT, ωB97M-V with the def2-TZVPD basis set

Last column: Mulliken charge in e.
Geometry (Å):
C  1.678  -3.209  2.579  -0.999
C  1.494  -3.268  1.076  -0.372
C  1.159  -4.412  0.409  -1.145
C  0.999  -4.356  -0.969  -0.304
C  1.150  -3.209  -1.692  0.270
C  0.972  -3.211  -3.212  0.812
C  -0.033  -2.112  -3.680  -1.143
C  0.369  -4.557  -3.712  -1.767
C  1.512  -2.035  -1.013  1.221
O  1.679  -0.936  -1.811  -0.192
C  2.088  0.264  -1.214  -1.476
C  0.932  1.313  -1.059  1.284
C  1.461  2.748  -1.130  -1.481
C  2.729  3.032  -0.266  -0.507
C  3.699  3.908  -1.090  -0.797
C  4.598  4.762  -0.213  0.326
O  5.326  4.250  0.603  -0.537
O  4.589  6.128  -0.396  -0.410
O  -0.013  0.972  -2.096  -0.074
C  -0.783  2.026  -2.590  0.241
O  -0.593  2.368  -3.733  -0.575
C  -1.862  2.713  -1.775  -0.208
C  -3.037  1.790  -1.393  -0.301
O  -4.075  2.655  -0.929  -0.457
Si  -5.596  1.923  -0.964  0.576
C  -6.804  3.233  -0.351  -1.111
C  -5.560  0.397  0.140  -1.095
C  -6.138  1.472  -2.717  -1.097
P  -0.043  1.170  0.565  0.287
O  -0.738  -0.326  0.470  -0.429
Cl  1.326  1.155  2.147  -0.248
C  1.678  -2.117  0.337  -0.465
H  2.682  -2.840  2.815  0.377
H  1.467  -4.175  3.039  -0.069
H  0.979  -2.449  2.951  0.319
H  1.004  -5.343  0.944  0.458
H  0.752  -5.304  -1.431  0.314
H  1.941  -3.126  -3.718  0.360
H  -0.385  -2.375  -4.681  0.524
H  -0.844  -2.067  -2.950  0.252
H  0.487  -1.157  -3.757  0.118
H  -0.047  -4.454  -4.715  0.388
H  -0.500  -4.750  -3.067  0.429
H  1.068  -5.391  -3.623  0.352
H  2.663  0.177  -0.292  0.527
H  2.775  0.740  -1.933  0.306
H  0.690  3.441  -0.774  0.347
H  1.686  3.047  -2.160  0.669
H  2.428  3.650  0.588  0.467
H  3.204  2.150  0.157  0.409
H  3.116  4.587  -1.723  0.477
H  4.313  3.302  -1.764  0.205
H  4.390  6.490  0.479  0.349
H  -1.475  3.096  -0.824  0.163
H  -2.268  3.580  -2.296  0.479
H  -2.731  1.201  -0.514  -0.025
H  -3.362  1.140  -2.216  0.481
H  -7.828  2.852  -0.294  0.346
H  -6.515  3.631  0.629  0.314
H  -6.778  4.094  -1.030  0.287
H  -4.992  0.662  1.040  0.354
H  -6.578  0.078  0.381  0.390
H  -5.019  -0.408  -0.372  0.287
H  -5.623  2.072  -3.474  0.312
H  -6.013  0.399  -2.898  0.332
H  -7.212  1.682  -2.793  0.375
H  -1.223  -0.357  -0.368  0.313
H  1.974  -1.232  0.895  0.255
C  7.541  6.752  -1.317  -0.838
C  7.232  7.444  -2.639  -0.360
C  8.255  8.526  -3.000  -0.457
C  8.280  9.576  -1.972  0.252
N  8.299  10.396  -1.161  -0.425
H  7.509  7.452  -0.480  0.332
H  6.810  5.977  -1.117  -0.047
H  8.530  6.288  -1.338  0.360
H  6.235  7.885  -2.585  0.251
H  7.211  6.699  -3.436  0.334
H  8.001  8.982  -3.958  0.294
H  9.254  8.095  -3.087  0.281
C  1.907  -4.577  7.003  -1.004
C  1.222  -5.903  7.315  -0.415
C  1.509  -6.983  6.266  -0.511
C  1.026  -6.558  4.945  0.277
N  0.644  -6.225  3.910  -0.442
H  1.550  -4.153  6.063  0.224
H  1.700  -3.849  7.787  0.332
H  2.990  -4.702  6.934  0.303
H  0.145  -5.741  7.388  0.302
H  1.559  -6.260  8.290  0.307
H  1.012  -7.915  6.536  0.293
H  2.581  -7.179  6.202  0.281
C  -6.295  -4.298  0.286  -1.200
C  -6.193  -3.678  1.675  -0.218
C  -7.520  -3.708  2.441  -0.389
C  -8.548  -2.948  1.714  0.233
N  -9.349  -2.346  1.144  -0.442
H  -6.994  -3.749  -0.347  0.344
H  -5.324  -4.280  -0.210  0.318
H  -6.627  -5.336  0.343  0.353
H  -5.847  -2.646  1.580  0.128
H  -5.438  -4.217  2.251  0.306
H  -7.395  -3.267  3.431  0.283
H  -7.865  -4.735  2.570  0.294

As for the highest occupied orbital energy: -8.21 eV. Its energy is -84675.757 eV. The value obtained for the relative energy (zero: lowest compared OMol25 entry of this formula, charge and spin) is 26.4 kcal/mol. The HOMO-LUMO gap comes out at 8.544 eV. The SMILES is Cc1ccc(C(C)C)c(OC[C@@](CCCC(=O)O)(OC(=O)CCO[Si](C)(C)C)P(O)Cl)c1.CCCC#N.CCCC#N.CCCC#N. The molecular weight is 714.36 g/mol. As for the lowest unoccupied orbital energy: 0.33 eV. Its net charge is 0. As for the spin multiplicity: 1.

---

[5]
Molecular formula: C4H8N2O
Method: DFT, ωB97M-V with the def2-TZVPD basis set

Last column: Mulliken charge in e.
Geometry (Å):
C  0.914  1.948  -0.119  -0.655
N  -1.705  0.568  -0.613  -0.500
C  -1.445  -0.555  0.060  0.652
C  0.261  -0.503  0.401  0.153
C  1.033  -1.584  0.050  -0.876
O  0.395  0.717  -0.614  -0.318
N  -2.226  -1.446  0.466  -0.729
H  -1.712  0.492  -1.626  0.283
H  -1.743  -2.279  0.798  0.245
H  0.415  -0.088  1.396  0.308
H  0.857  2.680  -0.924  0.230
H  0.327  2.292  0.738  0.315
H  1.958  1.810  0.170  0.275
H  0.925  -2.041  -0.922  0.304
H  1.746  -2.010  0.739  0.313

As for the highest occupied orbital energy (alpha / beta): -9.05 / -8.58 eV. Its energy is -9299.621 eV. The value obtained for the relative energy (zero: lowest compared OMol25 entry of this formula, charge and spin) is 156.2 kcal/mol. The HOMO-LUMO gap (alpha / beta) comes out at 8.054 / 8.367 eV. The molecular weight is 100.12 g/mol. As for the lowest unoccupied orbital energy (alpha / beta): -1.00 / -0.21 eV. Its net charge is 0. As for the spin multiplicity: 1.